1.
Density functional theory data (ωB97M-V/def2-TZVPD) for a structure of composition C25H19IrN8SSe.

Output
net charge	+1
relative energy (zero: lowest compared OMol25 entry of this formula, charge and spin)	0.614	eV
max |F|	0.95	eV/Å
spin multiplicity	2
<S²>	0.759
E	-4305.85748	Ha
highest occupied orbital energy (alpha / beta)	-10.98 / -10.95	eV
molar mass	734.7	g/mol

Positions of all 55 atoms, in Å:
1 Ir -0.151 0.263 1.758
2 C 2.676 -1.872 4.202
3 C 1.736 -1.365 3.166
4 N 1.231 -0.175 3.176
5 N 1.491 0.658 4.225
6 C 0.820 1.777 4.188
7 N 0.929 2.626 5.207
8 S -0.318 2.270 2.905
9 C 1.284 -2.213 2.040
10 C 1.821 -3.455 1.771
11 C 1.347 -4.182 0.685
12 C 0.338 -3.649 -0.095
13 C -0.163 -2.398 0.230
14 N 0.295 -1.703 1.267
15 H 2.657 -1.220 5.068
16 H 3.694 -1.890 3.806
17 H 2.410 -2.886 4.500
18 H 1.631 2.456 5.909
19 H 0.515 3.540 5.150
20 H 2.613 -3.845 2.394
21 H 1.764 -5.152 0.452
22 H -0.057 -4.185 -0.945
23 H -0.957 -1.937 -0.343
24 N -2.704 0.409 -8.247
25 C -2.409 0.427 -7.137
26 C -2.046 0.466 -5.743
27 C -2.350 1.593 -4.985
28 C -2.017 1.629 -3.642
29 C -1.366 0.550 -3.053
30 C -1.046 -0.566 -3.823
31 C -1.392 -0.616 -5.161
32 C -1.039 0.564 -1.603
33 C -2.081 0.582 -0.689
34 C -3.481 0.668 -0.916
35 C -4.087 0.670 0.316
36 C -3.052 0.569 1.271
37 N -1.864 0.513 0.678
38 C 0.309 0.569 -1.230
39 C 1.428 0.651 -2.088
40 C 2.561 0.737 -1.302
41 C 2.124 0.711 0.026
42 N 0.793 0.625 0.080
43 H -2.847 2.433 -5.450
44 H -2.250 2.507 -3.052
45 H -0.541 -1.407 -3.364
46 H -1.162 -1.489 -5.756
47 H -3.962 0.718 -1.879
48 H -5.141 0.740 0.526
49 H -3.137 0.524 2.347
50 H 1.379 0.655 -3.164
51 H 3.581 0.831 -1.632
52 H 2.716 0.724 0.929
53 Se 1.519 3.944 1.082
54 C 2.641 3.852 2.508
55 N 3.316 3.751 3.440

2.
Density functional theory data (ωB97M-V/def2-TZVPD) for a structure of composition C3H7N3O at a distorted geometry.

Output
relative energy (zero: lowest compared OMol25 entry of this formula, charge and spin)	5.401	eV
max |F|	2.30	eV/Å
E	-357.85139	Ha
highest occupied orbital energy (alpha / beta)	-8.04 / -8.04	eV
molar mass	101.1	g/mol

Positions of all 14 atoms, in Å:
1 C 0.564 -1.211 0.860
2 C -0.886 0.376 -0.544
3 C 0.533 0.136 0.169
4 N -1.855 1.009 0.152
5 O 0.945 -0.300 -1.581
6 N -0.813 -0.004 -1.742
7 N 1.121 1.138 0.737
8 H 1.135 -1.223 -1.827
9 H -2.644 1.372 -0.361
10 H -1.510 1.588 0.908
11 H 1.655 1.735 0.106
12 H -0.086 -1.941 0.376
13 H 0.252 -1.095 1.899
14 H 1.590 -1.580 0.848

3.
Density functional theory data (ωB97M-V/def2-TZVPD) for the molecule C2H3N5O at a distorted geometry.

Output
relative energy (zero: lowest compared OMol25 entry of this formula, charge and spin)	3.845	eV
max |F|	5.19	eV/Å
SMILES string	[H]/N=c1/nnc(=O)[nH][nH]1
E	-426.91631	Ha
highest occupied orbital energy	-9.74	eV
molar mass	113.1	g/mol

Positions of all 11 atoms, in Å:
1 C 1.305 -0.092 -0.019
2 C -1.354 0.038 -0.068
3 H 2.945 0.639 -0.676
4 H -0.945 2.060 -0.515
5 H 0.868 1.580 1.232
6 N 2.575 -0.231 -0.317
7 N 0.593 -1.306 0.192
8 N -0.638 -1.282 0.169
9 N -0.630 1.155 -0.050
10 N 0.714 1.237 0.293
11 O -2.609 -0.120 -0.192

4.
Density functional theory data (ωB97M-V/def2-TZVPD) for a cluster of 3 separate species, C42H37ClF9N2O4S in total.

Output
net charge	+1
relative energy (zero: lowest compared OMol25 entry of this formula, charge and spin)	0.000	eV
max |F|	0.48	eV/Å
E	-3790.12091	Ha
highest occupied orbital energy	-10.98	eV
molar mass	872.3	g/mol

Positions of all 96 atoms, in Å:
1 C 0.229 1.829 2.118
2 C 1.415 0.934 1.766
3 C 1.546 -0.295 2.692
4 C 2.908 -0.395 3.426
5 C 3.885 -1.271 2.722
6 N 4.912 -0.837 1.996
7 C 5.557 -1.897 1.407
8 C 4.906 -3.022 1.772
9 C 5.217 -4.429 1.373
10 C 5.081 -4.653 -0.145
11 C 3.752 -4.174 -0.724
12 Cl 3.924 -3.589 -2.400
13 N 3.860 -2.597 2.598
14 C 2.886 -3.473 3.257
15 C 3.032 -3.552 4.776
16 C 4.280 -4.306 5.224
17 F 5.296 -4.201 4.322
18 F 3.999 -5.632 5.301
19 C 4.777 -3.895 6.653
20 F 3.681 -3.788 7.428
21 F 5.564 -4.855 7.140
22 S 5.767 -2.263 6.783
23 F 4.572 -1.515 7.501
24 F 6.354 -2.704 8.169
25 F 6.967 -2.965 6.011
26 F 5.169 -1.749 5.362
27 F 6.606 -0.939 6.851
28 H 0.030 2.561 1.336
29 H -0.676 1.228 2.244
30 H 0.405 2.362 3.056
31 H 1.304 0.597 0.732
32 H 2.336 1.524 1.813
33 H 1.403 -1.196 2.088
34 H 0.758 -0.275 3.447
35 H 3.358 0.599 3.497
36 H 2.781 -0.749 4.452
37 H 5.169 0.131 1.888
38 H 6.418 -1.779 0.771
39 H 6.252 -4.624 1.668
40 H 4.620 -5.153 1.925
41 H 5.908 -4.162 -0.661
42 H 5.191 -5.722 -0.341
43 H 3.334 -3.339 -0.161
44 H 3.014 -4.975 -0.755
45 H 3.001 -4.465 2.825
46 H 1.883 -3.128 3.002
47 H 2.984 -2.571 5.242
48 H 2.186 -4.125 5.165
49 C -3.964 7.686 -0.330
50 C -2.696 7.131 -0.466
51 C -2.533 5.756 -0.437
52 C -3.638 4.929 -0.270
53 C -4.910 5.487 -0.132
54 C -5.069 6.867 -0.164
55 C -6.115 4.627 0.051
56 O -7.220 5.110 0.162
57 C -5.911 3.149 0.081
58 C -7.014 2.323 0.249
59 C -6.853 0.948 0.251
60 C -5.590 0.392 0.082
61 C -4.486 1.211 -0.080
62 C -4.640 2.592 -0.076
63 C -3.439 3.452 -0.260
64 O -2.336 2.968 -0.418
65 H -4.090 8.760 -0.357
66 H -1.836 7.774 -0.595
67 H -1.555 5.308 -0.546
68 H -6.062 7.282 -0.059
69 H -7.991 2.771 0.367
70 H -7.715 0.305 0.376
71 H -5.471 -0.684 0.068
72 H -3.498 0.796 -0.224
73 C -3.061 3.328 -3.657
74 C -1.792 3.591 -4.159
75 C -1.230 2.747 -5.102
76 C -1.933 1.630 -5.538
77 C -3.203 1.361 -5.026
78 C -3.767 2.218 -4.088
79 C -3.972 0.159 -5.458
80 O -5.073 -0.076 -5.007
81 C -3.335 -0.747 -6.456
82 C -4.021 -1.885 -6.865
83 C -3.453 -2.735 -7.798
84 C -2.199 -2.453 -8.329
85 C -1.510 -1.323 -7.924
86 C -2.074 -0.467 -6.986
87 C -1.308 0.739 -6.559
88 O -0.214 0.986 -7.020
89 H -3.500 3.996 -2.928
90 H -1.242 4.456 -3.811
91 H -0.248 2.940 -5.511
92 H -4.753 1.997 -3.703
93 H -4.998 -2.085 -6.448
94 H -3.990 -3.619 -8.118
95 H -1.761 -3.117 -9.063
96 H -0.536 -1.087 -8.328